Entry 1:
{"formula": "C54H38N8O6PSTl", "method": "ωB97M-V with the def2-TZVPD basis set", "homo_lumo_gap_ev": 7.006, "homo_ev": -7.579, "spin_multiplicity": 1, "species": ["H", "N", "C", "C", "C", "C", "H", "C", "H", "C", "N", "C", "C", "C", "H", "N", "O", "H", "C", "C", "C", "H", "H", "S", "O", "C", "C", "H", "C", "H", "H", "H", "C", "C", "C", "H", "C", "H", "H", "C", "C", "C", "C", "H", "C", "P", "C", "C", "N", "C", "H", "C", "H", "N", "C", "C", "C", "C", "C", "C", "C", "C", "N", "C", "C", "C", "C", "H", "H", "C", "H", "O", "C", "N", "H", "H", "C", "C", "H", "H", "C", "C", "O", "H", "C", "H", "H", "H", "C", "H", "H", "C", "C", "C", "H", "H", "H", "H", "Tl", "H", "C", "C", "O", "H", "H", "H", "C", "N", "O"], "positions_angstrom": [[2.939, 0.123, 4.446], [-0.983, -2.564, -0.859], [2.398, 1.533, -1.953], [2.335, 2.056, 5.205], [2.482, -1.916, 0.199], [-2.707, -4.323, -3.659], [2.024, -3.497, -1.195], [-2.359, -4.965, -1.321], [7.414, -4.563, 2.676], [5.438, -1.833, 2.545], [-2.843, -3.825, -5.885], [-5.335, 3.652, 2.562], [6.462, -2.665, 2.909], [-5.197, -2.065, 1.095], [3.830, -5.068, -0.216], [-3.259, -5.459, -4.033], [1.110, 1.687, -1.812], [-6.365, -2.825, -0.547], [1.648, 3.215, 4.894], [2.191, 2.763, -4.134], [-0.621, -1.223, 3.989], [4.945, 1.646, -2.638], [1.580, 3.981, 5.621], [-3.515, -5.298, -5.624], [1.410, -1.379, -0.305], [2.765, -3.197, -0.445], [2.829, 3.218, -5.328], [-2.868, -5.929, -1.575], [-0.777, 0.335, -3.749], [-1.584, -5.555, 0.686], [5.766, -5.389, 0.929], [-1.255, -1.531, 1.926], [-1.430, -1.746, -3.064], [4.359, 2.057, -3.390], [-3.622, -0.308, 0.644], [-4.002, -1.084, 2.600], [1.192, 3.502, 3.621], [0.465, 3.776, -0.172], [-4.936, 1.645, 2.817], [-2.215, -4.035, -2.311], [-1.812, 0.464, 2.700], [-1.912, -2.086, -4.375], [-3.101, 3.704, 0.898], [-0.272, 4.274, 1.427], [2.017, 1.319, 2.962], [-2.410, 0.986, 1.112], [-4.248, -1.133, 1.525], [-4.632, 2.482, 2.274], [3.063, -0.467, 2.093], [5.002, 2.587, -4.500], [5.288, -0.896, 3.049], [-1.152, 0.990, 4.908], [1.131, 2.735, -4.087], [-0.797, -0.620, -2.821], [4.612, -3.559, 1.062], [4.197, 3.150, -5.498], [2.998, 2.130, -3.224], [-3.882, 4.840, 1.047], [-4.990, 4.795, 1.886], [0.672, 3.934, 0.898], [4.506, -2.271, 1.581], [2.514, 1.106, 4.223], [2.138, 0.340, 1.900], [-1.728, 1.403, 3.758], [-1.620, -4.786, -0.142], [-1.263, 0.119, -5.048], [1.416, 2.561, 2.656], [-2.189, 2.383, 3.716], [1.521, 4.660, 0.970], [-5.602, -2.088, -0.258], [-5.597, -2.769, 1.796], [0.851, 4.071, -6.106], [-1.544, -2.824, -2.041], [-1.361, 1.330, 0.047], [-3.583, 0.362, -1.404], [-0.485, 1.308, -3.420], [6.643, -3.951, 2.311], [-2.427, -3.388, -4.678], [-0.339, -3.353, 0.898], [-0.156, -0.624, 5.939], [-3.436, 2.495, 1.471], [-0.959, -3.553, 0.004], [3.144, 1.001, -1.150], [-1.204, 1.582, 5.790], [-5.039, -1.188, -1.123], [-5.472, 5.749, 2.040], [4.630, 3.570, -6.371], [-2.222, 3.698, 0.194], [-1.816, -1.125, -5.359], [2.684, 1.858, 6.169], [-1.100, 0.842, -5.831], [-0.585, -0.278, 5.042], [3.323, -1.543, 1.226], [3.677, -4.021, 0.096], [-3.514, 5.756, 0.658], [-5.280, -1.063, -2.192], [-0.143, -2.179, 4.068], [7.218, -2.230, 3.574], [0.446, 0.422, -0.110], [6.103, 2.516, -4.707], [-1.201, -0.810, 2.804], [-4.067, -0.308, -0.682], [2.443, 3.883, -7.509], [-2.154, -1.377, -6.381], [-6.187, 3.572, 3.232], [0.758, 4.491, 3.490], [5.723, -4.403, 1.389], [1.989, 3.798, -6.379], [1.063, 2.680, 1.369]]}

Entry 2:
{"formula": "C3H7NOSi", "method": "ωB97M-V with the def2-TZVPD basis set", "homo_lumo_gap_ev": 10.555, "homo_ev": -9.912, "smiles": "O=C=N[SiH3].C=C", "spin_multiplicity": 1, "de_lowest_ev": 1.423, "species": ["C", "N", "H", "H", "H", "C", "C", "Si", "O", "H", "H", "H", "H"], "positions_angstrom": [[1.545, -0.473, 0.696], [-0.048, 0.038, -1.537], [-1.966, 0.204, -0.463], [-2.023, 2.005, -2.036], [-0.549, 2.201, -0.113], [0.614, -0.505, -2.359], [0.621, -1.436, 0.908], [-1.148, 1.290, -1.047], [1.260, -1.086, -3.122], [2.535, -0.498, 1.124], [-0.495, -1.180, 0.581], [1.425, 0.559, 0.248], [0.832, -2.398, 1.434]]}

Entry 3:
{"formula": "C7H13N", "method": "ωB97M-V with the def2-TZVPD basis set", "homo_lumo_gap_ev": 9.065, "homo_ev": -8.218, "spin_multiplicity": 1, "de_lowest_ev": 9.063, "species": ["H", "H", "H", "C", "H", "H", "H", "C", "H", "N", "C", "H", "H", "C", "C", "H", "C", "C", "H", "H", "H"], "positions_angstrom": [[-1.174, -1.379, -0.673], [2.455, -1.168, 0.240], [1.099, -2.067, -0.710], [-1.469, 0.626, -0.199], [-0.132, -1.847, 1.435], [-0.433, -0.203, 2.083], [0.501, 2.229, 0.381], [1.491, -1.053, -0.551], [-0.102, 1.601, -1.366], [-2.809, 0.073, 0.054], [1.249, 1.066, 0.703], [2.132, 1.046, 0.008], [-0.294, 0.027, -1.972], [-0.495, -0.686, 1.115], [-0.078, 0.501, -1.033], [-1.038, 1.354, 0.634], [-1.610, -0.814, 0.111], [0.573, -0.061, 0.035], [1.957, -0.361, -1.354], [1.518, 1.088, 1.810], [-3.342, 0.029, -0.750]]}